(1)
Here is a 4-piece molecular cluster, C17H35NO9S3 overall from OMol25. Energies are from the ωB97M-V functional and the def2-TZVPD basis.

The geometry in ORCA input format:
```
! wB97M-V def2-TZVPD RIJCOSX def2/J DEFGRID3
* xyz 0 1
C 2.86 1.12 0.31
O 2.13 2.33 0.36
C 1.47 2.61 -0.86
C 0.29 3.51 -0.57
C -0.69 2.90 0.45
N -2.09 2.82 -0.08
C -2.57 1.50 -0.14
O -2.47 0.79 -1.10
O -3.14 1.09 1.03
H 2.19 0.25 0.29
H 3.56 1.11 -0.53
H 3.44 1.05 1.23
H 2.16 3.14 -1.53
H 1.16 1.68 -1.36
H 0.70 4.44 -0.15
H -0.24 3.76 -1.49
H -0.70 3.50 1.35
H -0.34 1.91 0.74
H -2.70 3.31 0.57
H -3.92 0.55 0.80
C -5.30 -0.75 -3.33
C -4.65 -2.14 -3.41
C -4.73 -2.76 -2.02
S -6.17 -2.04 -1.23
O -5.73 -1.24 -0.11
O -7.19 -3.04 -1.04
C -6.61 -0.95 -2.57
H -5.48 -0.32 -4.32
H -4.65 -0.07 -2.78
H -5.21 -2.76 -4.12
H -3.62 -2.08 -3.76
H -4.85 -3.84 -2.03
H -3.87 -2.49 -1.41
H -7.03 -0.03 -2.15
H -7.36 -1.46 -3.18
C 0.04 1.03 6.21
C 0.00 2.43 5.58
C 1.07 2.47 4.49
S 1.25 0.78 3.90
O 2.58 0.32 4.23
O 0.75 0.67 2.56
C 0.09 0.05 5.05
H -0.82 0.85 6.85
H 0.94 0.93 6.82
H -0.99 2.60 5.13
H 0.16 3.22 6.31
H 0.80 3.09 3.63
H 2.04 2.78 4.87
H 0.44 -0.94 5.32
H -0.87 -0.02 4.54
C 4.87 -3.63 -1.82
C 6.02 -3.18 -2.74
C 5.45 -2.13 -3.70
S 4.10 -1.33 -2.82
O 2.87 -1.62 -3.50
O 4.47 0.03 -2.50
C 4.20 -2.34 -1.34
H 5.23 -4.22 -0.98
H 4.16 -4.23 -2.38
H 6.82 -2.75 -2.14
H 6.44 -4.02 -3.30
H 6.18 -1.36 -3.97
H 5.03 -2.57 -4.60
H 3.19 -2.48 -0.95
H 4.81 -1.81 -0.62
*
```

As for the max |F|: 0.0189 Eh/bohr. As for the LUMO energy: 0.61 eV. Its molecular weight is 493.67 g mol⁻¹. As for the HOMO energy: -9.08 eV. For the energy above the lowest of the compared OMol25 structures with the same formula, charge and spin, the calculation gives 9.1 kcal per mole. Its total energy is -2595.1893 hartree. The calculation puts the HOMO-LUMO gap at 9.7 eV. As for the SMILES: O=S1(=O)CCCC1.O=S1(=O)CCCC1.O=S1(=O)CCCC1.COCCCNC(=O)O.

Results of the natural (NBO) charge analysis, in e, for atoms 1 through 6: -0.259, -0.559, -0.057, -0.432, -0.222, -0.674

(2)
Here is a 7-piece molecular cluster, C17H36BN3O11 overall in a non-equilibrium geometry from OMol25. Energies are from the ωB97M-V functional and the def2-TZVPD basis.

The geometry in ORCA input format:
```
! wB97M-V def2-TZVPD RIJCOSX def2/J DEFGRID3
* xyz 0 1
C -1.96 -1.61 -4.93
C -1.70 -0.50 -4.26
C -1.13 -0.62 -2.88
N -1.96 -0.66 -1.87
C -1.34 -0.80 -0.66
C -2.15 -0.85 0.50
C -1.63 -0.98 1.76
C -2.53 -1.04 2.99
C -3.80 -0.22 2.80
O -3.42 1.13 2.53
C -0.21 -1.09 1.91
C 0.35 -1.23 3.30
C 0.62 -1.05 0.80
C 2.12 -1.17 0.94
O 2.68 -0.13 1.73
C 2.69 1.08 1.03
O 2.60 2.10 1.98
C 2.23 3.32 1.35
C 2.75 4.50 2.16
O 1.80 5.57 2.13
C 0.05 -0.88 -0.50
N 0.87 -0.81 -1.59
C 0.29 -0.67 -2.76
B 1.23 -0.55 -4.04
N 1.30 0.76 -4.74
O 1.99 -1.58 -4.47
H -2.16 -1.63 -5.99
H -1.94 -2.56 -4.42
H -1.87 0.47 -4.71
H -3.22 -0.78 0.37
H -2.74 -2.06 3.27
H -1.99 -0.56 3.80
H -4.41 -0.62 1.99
H -4.35 -0.26 3.74
H -3.95 1.45 1.80
H 0.00 -0.38 3.89
H 1.43 -1.17 3.31
H 0.05 -2.15 3.79
H 2.62 -1.18 -0.03
H 2.34 -2.13 1.40
H 1.83 1.15 0.35
H 3.63 1.16 0.46
H 1.14 3.39 1.25
H 2.65 3.31 0.34
H 2.84 4.20 3.20
H 3.69 4.86 1.73
H 1.67 5.85 1.22
H 1.80 1.45 -4.18
H 0.38 1.16 -4.90
H 2.83 -1.25 -4.82
O 2.79 -3.28 -1.64
H 2.50 -4.10 -1.24
H 2.03 -2.68 -1.58
O -0.66 4.02 -0.80
H -1.20 4.68 -0.34
H -1.12 3.19 -0.63
O -4.60 -2.68 4.31
H -5.41 -2.48 3.82
H -4.87 -2.64 5.23
O -5.27 -0.47 6.13
H -4.67 0.28 6.15
H -5.97 -0.23 6.74
O 4.30 1.44 -5.34
H 4.18 2.23 -5.88
H 3.42 1.23 -5.01
O 3.88 -4.29 -4.31
H 3.40 -3.67 -4.85
H 3.66 -4.02 -3.40
*
```

As for the max |F|: 0.0233 Eh/bohr. As for the LUMO energy: -0.40 eV. Its molecular weight is 469.30 g mol⁻¹. As for the HOMO energy: -8.92 eV. For the energy above the lowest of the compared OMol25 structures with the same formula, charge and spin, the calculation gives 0.0 kcal per mole. Its total energy is -1686.1476 hartree. The calculation puts the HOMO-LUMO gap at 8.5 eV. As for the SMILES: C=Cc1nc2cc(CCO)c(C)c(COCOCCO)c2nc1B(N)O.O.O.O.O.O.O.

Results of the natural (NBO) charge analysis, in e, for atoms 1 through 6: -0.337, -0.241, 0.147, -0.351, 0.090, -0.204

(3)
Here is C17H36Br2N4NaO6P as an isolated structure in a non-equilibrium geometry from OMol25. Energies are from the ωB97M-V functional and the def2-TZVPD basis.

The geometry in ORCA input format:
```
! wB97M-V def2-TZVPD RIJCOSX def2/J DEFGRID3
* xyz 0 1
C -1.23 -4.17 -0.31
C -2.00 -3.12 -0.57
C -3.00 -3.05 -1.71
N -3.96 -4.15 -1.58
C -5.35 -3.72 -1.54
C -5.60 -2.69 -0.42
C -6.22 -4.99 -1.23
O -6.97 -5.38 -2.14
O -6.04 -5.46 -0.10
H -1.54 -5.16 -0.62
H -0.28 -4.04 0.18
H -2.01 -2.26 0.07
H -2.43 -3.17 -2.63
H -3.47 -2.07 -1.75
H -3.85 -4.79 -2.36
H -5.73 -3.32 -2.48
H -5.76 -1.71 -0.87
H -4.73 -2.58 0.23
H -6.49 -2.92 0.16
O 0.55 -1.38 1.71
P 1.39 -0.43 0.91
N 2.95 -0.65 1.51
C 3.90 0.31 2.01
C 3.49 -2.00 1.37
N 0.62 1.05 1.39
C 1.30 2.25 1.85
C -0.56 0.84 2.19
N 1.76 0.14 -0.59
C 3.08 0.17 -1.20
C 0.79 0.94 -1.36
H 4.78 0.39 1.35
H 4.26 0.00 3.00
H 3.50 1.31 2.11
H 3.67 -2.28 0.32
H 2.80 -2.74 1.79
H 4.43 -2.10 1.91
H 1.71 2.13 2.85
H 0.59 3.08 1.88
H 2.08 2.55 1.15
H -0.34 0.61 3.24
H -1.09 0.01 1.78
H -1.22 1.71 2.18
H 3.60 1.10 -0.94
H 3.00 0.13 -2.28
H 3.70 -0.68 -0.92
H 0.93 2.00 -1.17
H -0.23 0.67 -1.12
H 0.92 0.78 -2.43
C 5.88 3.00 -3.48
C 5.50 3.59 -4.82
O 4.21 3.01 -5.05
C 3.67 2.67 -3.86
O 2.55 2.33 -3.69
O 4.60 2.78 -2.87
H 6.48 3.66 -2.87
H 6.39 2.04 -3.57
H 5.40 4.67 -4.79
H 6.18 3.32 -5.62
Br -4.34 1.60 3.80
C -4.22 3.37 4.59
C -3.10 4.18 4.01
Br -1.37 3.62 4.70
H -4.13 3.23 5.66
H -5.18 3.84 4.37
H -3.19 5.22 4.29
H -3.04 4.10 2.93
Na -1.95 -1.40 1.44
*
```

As for the max |F|: 0.0942 Eh/bohr. As for the LUMO energy: -0.80 eV. Its molecular weight is 606.27 g mol⁻¹. As for the HOMO energy: -5.99 eV. Its total energy is -6991.3829 hartree. The calculation puts the HOMO-LUMO gap at 5.2 eV.

Results of the natural (NBO) charge analysis, in e, for atoms 1 through 6: -0.373, -0.151, -0.277, -0.611, -0.167, -0.605

Which formula does entry 3 have?
C17H36Br2N4NaO6P

The highest HOMO belongs to which entry?
C17H36Br2N4NaO6P

Which of these has the lowest HOMO?
C17H35NO9S3